{"formula": "C4H5N2O2P", "method": "wB97M-V/def2-TZVPD", "symbols": ["C", "C", "C", "C", "N", "N", "O", "O", "P", "H", "H", "H", "H", "H"], "xyz": [[3.101604, -1.010199, -0.102902], [2.635217, 1.671298, -0.346895], [-2.473594, 0.377036, -0.270807], [-1.746003, -0.877314, 0.195446], [3.643562, -1.778085, -0.730591], [2.760575, 2.595203, -0.982447], [2.334865, 0.381499, 2.130921], [-0.552534, -0.904039, -0.233607], [2.129377, 0.300964, 0.693507], [-3.207865, 0.846226, 0.465013], [-1.703195, 1.022295, -0.531691], [-2.835408, 0.148205, -1.332265], [-2.428172, -1.648548, -0.275256], [-1.658431, -1.124541, 1.321568]], "forces_ev_per_a": [[-1.723, 2.417, 1.491], [-0.510, -2.461, 2.102], [-1.959, -0.249, -0.336], [-3.490, 0.107, 1.949], [1.241, -1.862, -1.315], [0.389, 2.377, -1.715], [0.197, 0.369, 1.263], [3.934, -0.918, -1.695], [0.221, -0.900, -1.849], [0.756, -0.744, -1.346], [1.361, 1.848, 0.168], [-0.504, 0.334, 1.670], [0.968, -0.607, 0.680], [-0.881, 0.291, -1.068]], "lowdin_charge": [-0.329, -0.340, -0.086, -0.464, 0.124, 0.128, -0.325, -0.028, 0.765, 0.103, 0.029, 0.102, 0.159, 0.161], "e_above_lowest_kcal_mol": 27.8, "orbital_gap_ev": [8.0, 8.2], "largest_force_ev_per_a": 4.381, "lumo_ev": [-2.988, -2.229], "homo_ev": [-11.0, -10.4]}

***

{"formula": "C34H92BF6HgN9O12S2", "method": "wB97M-V/def2-TZVPD", "symbols": ["Hg", "C", "F", "F", "F", "S", "O", "O", "N", "S", "O", "O", "C", "F", "F", "F", "B", "H", "H", "H", "H", "C", "C", "C", "O", "C", "N", "H", "H", "H", "H", "H", "H", "H", "H", "H", "H", "H", "C", "C", "C", "O", "C", "N", "H", "H", "H", "H", "H", "H", "H", "H", "H", "H", "H", "C", "C", "C", "O", "C", "N", "H", "H", "H", "H", "H", "H", "H", "H", "H", "H", "H", "C", "C", "C", "O", "C", "N", "H", "H", "H", "H", "H", "H", "H", "H", "H", "H", "H", "C", "C", "C", "O", "C", "N", "H", "H", "H", "H", "H", "H", "H", "H", "H", "H", "H", "C", "C", "C", "O", "C", "N", "H", "H", "H", "H", "H", "H", "H", "H", "H", "H", "H", "C", "C", "C", "O", "C", "N", "H", "H", "H", "H", "H", "H", "H", "H", "H", "H", "H", "C", "C", "C", "O", "C", "N", "H", "H", "H", "H", "H", "H", "H", "H", "H", "H", "H"], "xyz": [[-2.515502, 19.315342, -9.688759], [1.236342, 19.232597, -12.262868], [0.475102, 19.413289, -13.353415], [1.210572, 17.924241, -11.989201], [2.452227, 19.650538, -12.542499], [0.516955, 20.194878, -10.790938], [0.525109, 19.278663, -9.692549], [1.322551, 21.387856, -10.637638], [-1.116485, 20.392193, -11.132746], [-1.212019, 21.744274, -11.961529], [-1.544413, 22.855247, -11.108568], [-0.052870, 22.064470, -12.788720], [-2.624501, 21.537281, -13.263494], [-2.364161, 22.291075, -14.327278], [-2.828739, 20.281495, -13.671441], [-3.738766, 22.023177, -12.692160], [-1.520601, 20.596594, -7.672283], [-0.411650, 20.897011, -7.660786], [-1.865135, 20.866676, -6.600545], [-2.131062, 21.152870, -8.494648], [-1.618676, 19.434737, -7.763455], [3.619450, 19.260156, -8.820226], [3.275748, 19.898981, -7.448770], [3.245259, 21.416861, -7.669625], [2.824362, 22.113384, -6.525491], [2.938792, 23.500693, -6.698722], [2.078204, 19.294596, -6.849870], [4.690685, 19.306817, -9.063379], [3.296575, 19.913295, -9.639667], [3.316280, 18.243969, -9.064442], [4.128789, 19.758939, -6.778298], [2.554934, 21.636677, -8.489360], [4.273098, 21.673645, -7.961156], [2.173891, 24.001955, -7.303693], [3.954601, 23.768022, -7.004175], [2.722731, 23.984549, -5.740055], [2.333660, 18.342366, -6.596457], [1.453209, 19.137374, -7.635686], [-4.273966, 16.706771, -19.595456], [-3.551066, 16.556066, -18.231677], [-2.667155, 17.752688, -17.832609], [-2.063112, 17.349118, -16.612672], [-1.143964, 18.287739, -16.103739], [-4.602602, 16.252851, -17.238451], [-3.501475, 16.697318, -20.369739], [-4.798057, 17.655630, -19.729936], [-4.979179, 15.894997, -19.743807], [-3.008286, 15.612035, -18.294313], [-3.370383, 18.541009, -17.536662], [-1.926853, 18.010475, -18.591434], [-0.389060, 18.441292, -16.885783], [-0.586874, 17.957136, -15.226378], [-1.681181, 19.210342, -15.853099], [-5.075260, 17.112037, -16.965038], [-4.117417, 15.940998, -16.401188], [1.991755, 27.634962, -15.089955], [0.501921, 27.734147, -14.791705], [-0.278244, 26.429005, -15.019563], [-1.605819, 26.669451, -14.649085], [-2.561809, 25.691722, -14.998053], [0.343514, 28.078396, -13.346974], [2.504872, 28.594383, -15.061453], [2.269939, 27.067622, -15.982216], [2.496424, 27.041769, -14.315980], [0.024348, 28.524617, -15.375598], [0.218278, 25.585762, -14.519509], [-0.199103, 26.148319, -16.082264], [-2.611794, 25.609879, -16.088287], [-3.522692, 26.008083, -14.599746], [-2.284048, 24.731632, -14.554096], [-0.603908, 27.718431, -13.229925], [0.945426, 27.386319, -12.905596], [-1.512059, 15.794725, -12.540901], [-1.949206, 17.133293, -11.906094], [-3.403233, 17.426855, -12.368738], [-3.900779, 18.665298, -11.977168], [-5.215648, 18.910285, -12.435930], [-1.844228, 17.068656, -10.425733], [-0.538342, 15.583580, -12.095082], [-1.321224, 15.999462, -13.597513], [-2.220032, 14.969619, -12.486742], [-1.194162, 17.842613, -12.239940], [-3.997049, 16.572188, -12.001987], [-3.479310, 17.290680, -13.455769], [-5.724171, 18.066694, -12.907963], [-5.216630, 19.751761, -13.130772], [-5.901242, 19.178223, -11.631748], [-2.476052, 16.363266, -10.041328], [-0.971628, 16.539607, -10.358152], [0.962218, 27.189246, -10.059787], [1.271204, 25.797681, -10.668022], [2.792181, 25.555777, -10.558732], [3.158140, 24.779399, -11.699782], [4.537351, 24.445613, -11.745624], [0.493177, 24.741522, -10.025819], [-0.111261, 27.374265, -9.978532], [1.463523, 28.033381, -10.532309], [1.244601, 27.261955, -9.003440], [1.058185, 25.746063, -11.741251], [3.144560, 24.945637, -9.721295], [3.282257, 26.535436, -10.518646], [5.063242, 25.400298, -11.652222], [4.663006, 24.006250, -12.737368], [4.775611, 23.652079, -11.029328], [-0.403376, 24.663149, -10.501661], [0.878394, 23.863984, -10.386278], [2.057936, 23.339463, -16.727751], [0.876279, 22.359540, -16.535352], [1.385525, 21.036627, -16.029225], [2.141972, 20.296241, -16.946296], [3.034897, 19.370557, -16.362709], [-0.183916, 22.896247, -15.702250], [1.912420, 24.142808, -17.447397], [2.837744, 22.734867, -17.211058], [2.456421, 23.608840, -15.747939], [0.470680, 22.210096, -17.543562], [0.515942, 20.422117, -15.757358], [1.918242, 21.190871, -15.079375], [3.568523, 18.774023, -17.095354], [2.481219, 18.717853, -15.677712], [3.742883, 19.963139, -15.772209], [-0.351905, 23.888062, -15.810813], [0.170963, 22.835934, -14.747770], [-7.667698, 20.460799, -16.015034], [-6.665135, 19.488437, -16.614216], [-5.227056, 19.973332, -16.631453], [-5.207033, 21.202792, -17.337365], [-4.153158, 22.042661, -16.887694], [-6.670836, 18.285849, -15.772317], [-8.704428, 20.123649, -16.060385], [-7.613952, 21.378542, -16.616617], [-7.538548, 20.807377, -14.985723], [-6.981460, 19.265021, -17.634533], [-4.575285, 19.263400, -17.150198], [-4.891461, 20.086989, -15.592207], [-4.080338, 22.886161, -17.571038], [-3.191466, 21.518128, -16.912545], [-4.362739, 22.359362, -15.861628], [-6.230626, 18.395911, -14.871355], [-7.575925, 17.888320, -15.563862], [-6.263974, 17.906913, -7.564158], [-5.251257, 18.503041, -8.509556], [-5.331246, 20.015177, -8.637344], [-4.415101, 20.695565, -9.477633], [-4.590760, 22.116996, -9.500837], [-3.854516, 18.190032, -8.052291], [-6.071649, 16.898011, -7.200664], [-7.263441, 17.942863, -8.005890], [-6.374626, 18.476580, -6.634448], [-5.274977, 18.040432, -9.501123], [-5.180820, 20.383534, -7.606239], [-6.348272, 20.414848, -8.745922], [-4.630983, 22.435713, -8.461833], [-5.501654, 22.361767, -10.058795], [-3.835620, 22.620425, -10.100187], [-3.805953, 18.533838, -7.089429], [-3.844014, 17.184592, -7.878938]], "forces_ev_per_a": [[1.338, 0.130, 1.195], [-0.926, 0.605, -0.383], [0.042, -0.188, 0.095], [0.399, 0.145, 0.096], [0.105, -0.312, 0.295], [0.895, 0.389, 1.891], [-0.078, -0.732, -0.539], [-1.155, -1.240, -0.623], [2.123, -0.147, -1.179], [0.821, 3.398, -1.515], [-1.335, -0.698, -0.226], [-1.086, -1.359, 0.143], [0.221, 0.491, 0.453], [-0.010, -0.472, 0.790], [0.264, 0.453, 0.103], [-0.165, -0.465, -0.081], [0.331, 0.285, 0.352], [1.376, 0.240, -0.616], [-1.224, 0.187, 1.127], [-0.776, 1.128, -1.006], [0.237, -1.874, 0.001], [1.286, 1.091, -1.040], [0.529, -0.509, -0.263], [-0.946, -0.634, -0.079], [0.231, 0.000, -0.031], [-0.310, 0.748, 0.975], [0.251, -0.009, -0.452], [0.181, -0.258, 0.618], [-0.710, -0.156, 0.124], [-0.347, -0.029, 0.575], [-0.204, -0.345, 0.208], [0.083, 0.144, -0.180], [-0.039, 0.331, -0.056], [0.113, -0.650, -0.819], [-0.035, 0.169, -0.188], [0.437, -0.342, 0.245], [0.100, 0.126, 0.244], [-0.514, 0.341, 0.202], [1.169, 0.550, 0.116], [-1.587, -0.387, -0.637], [-0.873, -1.378, 0.880], [0.524, -0.698, 0.614], [0.077, 0.350, -0.865], [0.712, 0.312, 0.237], [-0.186, -0.150, -0.217], [-0.107, 0.050, 0.324], [0.079, -0.078, 0.046], [0.625, 0.289, -0.048], [0.822, 0.180, -0.956], [-0.013, 0.270, -0.015], [0.045, 0.559, 0.161], [-0.461, -0.479, 0.080], [0.330, 0.202, -0.063], [-0.295, -0.184, 0.047], [-0.188, 0.026, 0.082], [0.482, -0.800, 0.230], [0.224, -0.132, 0.719], [0.898, 0.110, -1.440], [-0.254, 0.273, 0.380], [0.639, -0.066, 0.036], [-0.187, -0.436, -1.121], [-0.244, 0.130, -0.250], [-0.356, 0.417, -0.370], [-0.270, 0.028, 0.244], [0.037, -0.072, -0.093], [-0.273, 0.071, 0.638], [-0.292, 0.160, -0.203], [-0.129, -0.184, -0.029], [0.014, 0.060, -0.030], [-0.133, -0.112, -0.123], [-0.017, 0.492, 0.976], [-0.116, 0.200, 0.447], [0.322, 1.147, -0.417], [-1.256, -0.918, -0.561], [1.086, -1.270, -0.487], [-0.401, -0.090, 0.777], [-0.796, 0.545, -0.053], [0.196, -0.678, -0.569], [-0.083, -0.572, -0.077], [-0.027, -0.215, -0.057], [0.017, 0.002, 0.377], [-0.488, 0.433, 0.009], [-0.219, 0.261, 0.422], [0.329, 0.354, -0.101], [0.571, -0.328, -0.102], [0.110, -0.064, -0.082], [0.331, 0.163, 0.414], [-0.451, 0.276, -0.306], [0.382, 0.892, 0.889], [-0.474, -0.347, 0.621], [0.618, 0.630, 0.654], [-0.339, -0.825, -0.561], [-0.132, 0.228, -0.225], [-1.222, 0.134, -0.599], [0.093, -0.703, -0.426], [-0.061, 0.035, -0.570], [-0.145, -0.158, -0.435], [0.375, -0.507, -0.036], [0.180, 0.537, -0.111], [-0.565, 0.369, 0.641], [0.335, -0.099, -0.284], [0.718, -0.471, 0.184], [0.345, 0.200, 0.009], [0.273, 0.433, 0.349], [-0.238, 0.522, 0.384], [0.327, -0.031, 0.507], [0.654, -1.617, -0.282], [0.590, 1.677, -1.933], [-0.940, -0.855, 1.309], [0.313, 0.247, -1.296], [-0.403, 0.830, 1.006], [0.295, -0.689, 0.969], [-0.446, 0.372, 0.508], [0.149, 0.105, 0.097], [-0.093, 0.557, -0.097], [-0.095, -0.274, 0.055], [-0.125, 0.109, 0.116], [0.292, 0.091, -0.080], [-0.223, 0.185, -0.321], [0.126, -0.206, -0.006], [0.278, -0.370, 0.106], [0.238, -0.011, -0.644], [-0.418, -0.099, 0.135], [-0.171, 1.848, -0.923], [-0.682, -0.576, 1.915], [-0.717, 0.687, -0.493], [0.354, 0.027, 0.265], [-0.032, -0.350, -0.221], [0.416, -1.283, -0.369], [0.119, -0.377, -0.234], [-0.260, -0.001, 0.098], [0.629, -0.464, 0.086], [0.042, -0.269, 0.042], [-0.541, 0.207, 0.428], [0.148, 0.144, 0.003], [-0.147, 0.094, 0.136], [0.021, 0.015, 0.092], [0.127, 0.210, -0.066], [0.217, 0.511, -0.128], [-0.203, 0.178, -0.457], [-1.279, 0.698, 0.404], [1.587, -0.386, -0.717], [-1.000, 1.572, 2.043], [-0.571, -1.085, -0.879], [-0.602, -0.069, -0.226], [-1.438, -0.459, 0.657], [0.285, -0.150, -0.581], [0.034, -0.235, -0.055], [0.314, 0.298, -0.131], [-0.502, -0.039, -0.051], [0.546, -0.057, 0.076], [-0.149, -0.517, -0.920], [0.108, 0.499, -0.106], [-0.363, -0.201, 0.449], [0.648, -0.459, 0.508], [0.637, 0.544, -0.255], [0.323, -0.049, -0.461]], "lowdin_charge": [1.130, -0.641, 0.095, 0.131, 0.173, 0.635, -0.323, -0.263, -0.347, 0.607, -0.272, -0.309, -0.605, 0.114, 0.125, 0.116, -0.426, -0.032, -0.026, -0.054, -0.064, -0.075, -0.396, -0.224, -0.161, -0.128, 0.060, 0.072, 0.044, 0.073, 0.130, 0.108, 0.127, 0.079, 0.083, 0.084, 0.067, 0.032, -0.064, -0.407, -0.179, -0.209, -0.105, 0.039, 0.070, 0.069, 0.071, 0.133, 0.083, 0.135, 0.092, 0.072, 0.080, 0.021, 0.057, -0.060, -0.404, -0.235, -0.197, -0.082, 0.054, 0.077, 0.072, 0.072, 0.135, 0.123, 0.122, 0.093, 0.092, 0.070, 0.059, 0.030, -0.037, -0.399, -0.204, -0.237, -0.085, 0.029, 0.082, 0.081, 0.088, 0.100, 0.133, 0.135, 0.087, 0.077, 0.088, 0.091, 0.093, -0.074, -0.417, -0.187, -0.221, -0.100, 0.061, 0.071, 0.066, 0.074, 0.111, 0.119, 0.117, 0.089, 0.083, 0.086, 0.045, 0.049, -0.049, -0.421, -0.236, -0.183, -0.092, 0.060, 0.071, 0.071, 0.079, 0.139, 0.102, 0.127, 0.087, 0.080, 0.092, 0.038, 0.044, -0.068, -0.398, -0.203, -0.179, -0.088, 0.035, 0.075, 0.077, 0.076, 0.146, 0.083, 0.118, 0.092, 0.084, 0.081, 0.032, 0.080, -0.053, -0.406, -0.207, -0.305, -0.049, 0.007, 0.084, 0.089, 0.093, 0.125, 0.139, 0.139, 0.106, 0.099, 0.074, 0.105, 0.093], "e_above_lowest_kcal_mol": 72.4, "orbital_gap_ev": 7.9, "largest_force_ev_per_a": 3.810, "lumo_ev": -0.524, "homo_ev": -8.4}